Density functional theory data (ωB97M-V with the def2-TZVPD basis set) for an isolated molecule of C4H6N2O in a non-equilibrium geometry.

ΔE to the lowest compared entry with this formula, charge and spin ... 39.2 kcal/mol
2S+1 ... 1

Element x y z (Å)
H1 3.194 -0.331 -0.845
N1 2.294 -0.640 -1.205
C1 1.377 -0.469 -0.353
C2 1.619 0.123 0.969
N2 1.866 0.594 1.997
O1 0.129 -0.866 -0.620
C3 -0.957 -0.491 0.239
C4 -1.695 0.707 -0.326
H2 -1.598 -1.374 0.290
H3 -0.586 -0.281 1.247
H4 -2.129 0.467 -1.300
H5 -2.498 1.003 0.356
H6 -1.018 1.559 -0.449

Cartesian forces (eV/Å) of the 6 atoms listed first:
-0.1 0.0 0.0
-0.2 0.1 0.3
0.2 -0.1 -0.2
0.3 0.4 0.9
-0.2 -0.5 -1.0
0.2 0.0 0.0

Density functional theory data (ωB97M-V with the def2-TZVPD basis set) for an isolated molecule of C4H6N2O in a non-equilibrium geometry.

ΔE to the lowest compared entry with this formula, charge and spin ... 83.3 kcal/mol
2S+1 ... 1

Element x y z (Å)
C1 1.531 1.210 0.459
N1 0.775 0.217 0.614
C2 1.046 -1.127 0.296
O1 1.926 -1.735 0.843
N2 0.139 -1.677 -0.607
C3 -0.924 -1.068 -0.900
C4 -1.490 0.353 -0.022
H1 1.216 2.170 0.855
H2 2.521 1.131 0.012
H3 -1.416 -1.342 -1.840
H4 -2.510 0.003 0.140
H5 -1.509 1.091 -0.816
H6 -1.304 0.774 0.965

Cartesian forces (eV/Å) of the 6 atoms listed first:
0.2 -0.8 0.1
1.4 0.1 0.3
0.2 0.7 1.0
0.0 -0.3 -0.2
0.0 -0.4 -1.1
0.8 3.0 2.6

Density functional theory data (ωB97M-V with the def2-TZVPD basis set) for an isolated molecule of C4H6N2O.

ΔE to the lowest compared entry with this formula, charge and spin ... 23.0 kcal/mol
2S+1 ... 1

Element x y z (Å)
N1 -1.873 0.852 -0.188
C1 -0.533 0.424 -0.056
C2 0.644 1.228 -0.120
C3 1.727 0.391 -0.003
N2 1.265 -0.891 0.108
C4 -0.112 -0.871 0.092
O1 -0.837 -2.025 0.223
H1 -1.986 1.790 0.178
H2 -2.494 0.234 0.324
H3 0.682 2.301 -0.259
H4 2.785 0.608 0.006
H5 1.805 -1.703 0.355
H6 -1.071 -2.337 -0.661

Cartesian forces (eV/Å) of the 6 atoms listed first:
0.0 0.0 0.2
0.2 -0.2 0.1
0.0 0.0 -0.1
0.0 0.1 0.0
-0.1 0.0 0.1
0.1 0.3 -0.1

Density functional theory data (ωB97M-V with the def2-TZVPD basis set) for an isolated molecule of C4H6N2O in a non-equilibrium geometry.

ΔE to the lowest compared entry with this formula, charge and spin ... 89.6 kcal/mol
2S+1 ... 1

Element x y z (Å)
N1 1.407 -0.972 -1.070
C1 0.549 -0.537 -0.104
C2 -0.804 -0.956 0.148
C3 -1.327 -0.014 1.003
C4 -0.376 1.056 1.191
O1 -0.579 1.999 0.106
N2 0.863 0.405 0.766
H1 0.938 -1.309 -1.897
H2 2.147 -0.317 -1.289
H3 -1.265 -1.836 -0.279
H4 -2.348 0.030 1.370
H5 -0.900 1.476 -0.658
H6 1.695 0.975 0.714

Cartesian forces (eV/Å) of the 6 atoms listed first:
0.1 -0.2 0.1
0.3 -0.3 0.1
0.1 -0.1 0.1
-0.1 -0.2 -0.3
-0.1 -0.2 0.0
-0.6 1.0 0.8

Density functional theory data (ωB97M-V with the def2-TZVPD basis set) for an isolated molecule of C4H6N2O in a non-equilibrium geometry.

ΔE to the lowest compared entry with this formula, charge and spin ... 72.3 kcal/mol
2S+1 ... 1

Element x y z (Å)
C1 -0.757 -1.293 0.104
C2 -0.288 -0.212 -0.835
N1 -1.037 1.109 -0.560
C3 -0.040 1.611 0.186
N2 1.048 1.044 0.552
C4 1.072 -0.066 -0.335
O1 2.033 -0.808 -0.259
H1 -1.302 -0.771 1.055
H2 -1.622 -1.903 -0.473
H3 -0.008 -2.135 0.404
H4 -0.483 -0.441 -1.969
H5 -0.365 2.599 0.652
H6 1.748 1.267 1.478

Cartesian forces (eV/Å) of the 6 atoms listed first:
-3.8 -2.9 1.2
-2.2 0.3 -3.2
5.1 -1.3 1.4
-8.5 6.3 0.8
4.3 -1.4 2.1
4.5 -1.3 2.5

Density functional theory data (ωB97M-V with the def2-TZVPD basis set) for a cluster of 2 separate species, C4H6N2O in total.

ΔE to the lowest compared entry with this formula, charge and spin ... 154.0 kcal/mol
2S+1 ... 1

Element x y z (Å)
C1 0.953 0.597 -1.925
O1 -0.370 0.096 -1.686
C2 -0.517 -0.700 -0.647
N1 0.326 -1.177 0.109
N2 0.830 -1.473 1.212
C3 -1.321 0.259 2.391
C4 -1.866 0.994 1.609
H1 0.878 1.258 -2.789
H2 1.312 1.148 -1.051
H3 1.624 -0.239 -2.143
H4 1.254 -2.404 1.119
H5 -0.804 -0.424 3.030
H6 -2.358 1.653 0.928

Cartesian forces (eV/Å) of the 6 atoms listed first:
0.3 0.1 0.0
-0.1 -0.1 0.1
0.4 -0.2 0.3
-0.3 0.1 -0.1
-0.1 0.0 -0.3
-0.2 0.3 -0.3

Density functional theory data (ωB97M-V with the def2-TZVPD basis set) for an isolated molecule of C4H6N2O2 in a non-equilibrium geometry.

ΔE to the lowest compared entry with this formula, charge and spin ... 69.7 kcal/mol
2S+1 ... 1

Element x y z (Å)
N1 -2.457 -0.368 0.121
C1 -1.175 0.129 -0.005
C2 -0.875 1.426 0.138
O1 -0.890 2.605 0.131
C3 -0.073 -0.643 -0.491
C4 1.204 -0.265 -0.204
N2 1.739 0.197 0.986
O2 2.177 -0.671 -1.077
H1 -2.601 -1.290 -0.274
H2 -3.191 0.298 -0.102
H3 -0.256 -1.316 -1.326
H4 1.047 0.355 1.712
H5 2.458 -0.431 1.339
H6 2.893 -0.025 -0.950

Cartesian forces (eV/Å) of the 6 atoms listed first:
-1.6 -0.3 0.7
1.1 1.3 -0.2
-1.5 0.0 0.3
0.6 -0.6 0.0
0.9 0.4 -0.5
-0.6 -2.1 -0.2

Density functional theory data (ωB97M-V with the def2-TZVPD basis set) for an isolated molecule of C4H6N2O2 in a non-equilibrium geometry.

ΔE to the lowest compared entry with this formula, charge and spin ... 95.5 kcal/mol
2S+1 ... 1

Element x y z (Å)
O1 1.144 -1.868 -0.092
C1 1.917 -0.942 -0.540
C2 1.753 0.496 -0.028
N1 0.671 0.981 -0.997
C3 -0.571 1.030 -0.547
N2 -1.070 0.272 0.694
C4 -2.356 -0.298 0.632
O2 -3.347 0.289 0.078
H1 2.533 -1.039 -1.331
H2 2.691 1.044 0.305
H3 1.088 0.387 0.919
H4 -1.479 1.386 -1.043
H5 -0.352 -0.656 0.610
H6 -2.623 -1.081 1.339

Cartesian forces (eV/Å) of the 6 atoms listed first:
3.2 3.5 -1.9
-5.2 -1.5 4.8
-3.2 -1.6 2.4
-1.9 2.0 1.4
1.4 -2.3 0.9
3.5 -3.6 -2.7

Density functional theory data (ωB97M-V with the def2-TZVPD basis set) for an isolated molecule of C4H6N2O2 in a non-equilibrium geometry.

ΔE to the lowest compared entry with this formula, charge and spin ... 145.0 kcal/mol
2S+1 ... 1

Element x y z (Å)
C1 0.584 1.769 0.194
N1 0.222 0.489 -0.205
C2 1.265 -0.456 -0.197
O1 2.453 -0.337 -0.203
C3 0.557 -1.782 -0.147
C4 -0.795 -1.550 0.260
N2 -0.878 -0.099 0.263
O2 -2.241 0.236 -0.299
H1 0.967 1.693 1.322
H2 -0.439 2.533 0.294
H3 1.385 2.298 -0.710
H4 0.960 -2.781 0.344
H5 -1.726 -1.999 0.450
H6 -2.317 -0.015 -1.364

Cartesian forces (eV/Å) of the 6 atoms listed first:
-0.3 5.5 1.0
1.7 -1.1 -2.1
-1.7 -3.1 -0.7
0.7 1.4 0.1
-3.1 -2.4 4.0
5.4 4.0 -2.2

Density functional theory data (ωB97M-V with the def2-TZVPD basis set) for an isolated molecule of C4H6N2O2 in a non-equilibrium geometry.

ΔE to the lowest compared entry with this formula, charge and spin ... 94.1 kcal/mol
2S+1 ... 1

Element x y z (Å)
H1 0.898 2.209 0.042
N1 1.685 1.475 0.327
C1 1.271 0.288 -0.009
C2 1.968 -1.066 -0.032
N2 -0.201 0.107 -0.334
C3 -1.353 0.871 -0.235
O1 -1.347 2.087 -0.308
C4 -2.621 -0.054 0.364
O2 -2.481 -1.247 -0.099
H2 2.425 -1.211 -1.120
H3 1.218 -2.001 -0.039
H4 2.667 -1.347 0.745
H5 -0.704 -0.691 -0.496
H6 -3.425 0.579 1.194

Cartesian forces (eV/Å) of the 6 atoms listed first:
1.9 -2.0 1.1
-2.1 -1.2 -2.0
-2.5 2.0 0.8
-1.2 -2.3 -2.8
0.1 1.9 0.1
1.3 2.6 2.2

Density functional theory data (ωB97M-V with the def2-TZVPD basis set) for a structure of composition C4H6N2O2 in a non-equilibrium geometry.

ΔE to the lowest compared entry with this formula, charge and spin ... 171.4 kcal/mol
2S+1 ... 1

Element x y z (Å)
C1 -0.509 -0.848 -0.844
C2 -0.631 0.662 -0.616
C3 0.457 0.715 1.535
C4 0.580 0.005 -1.314
H1 0.537 -1.675 0.745
H2 -1.099 -1.406 -1.473
H3 -1.142 1.372 -1.249
H4 -1.372 -0.284 1.168
H5 0.110 1.249 2.591
H6 0.726 0.545 -2.167
N1 -0.773 0.756 0.725
N2 1.649 0.498 1.023
O1 -0.283 -1.783 0.280
O2 1.749 0.194 -0.405

Cartesian forces (eV/Å) of the 6 atoms listed first:
1.4 -1.7 0.3
-0.5 -2.3 -2.1
-1.3 2.0 -1.0
1.1 1.7 6.5
0.9 0.6 0.0
-1.3 -0.9 -1.7

Density functional theory data (ωB97M-V with the def2-TZVPD basis set) for a structure of composition C4H6N2O2 in a non-equilibrium geometry.

ΔE to the lowest compared entry with this formula, charge and spin ... 173.8 kcal/mol
2S+1 ... 1

Element x y z (Å)
C1 -0.590 -0.075 -0.073
C2 0.691 0.144 -0.518
C3 1.585 -1.143 -0.573
C4 1.159 1.433 0.115
H1 -1.552 1.610 -1.106
H2 -2.101 0.993 0.740
H3 -2.014 -1.698 0.427
H4 -0.428 -1.613 1.546
H5 0.989 -1.925 -0.963
H6 -0.071 2.038 0.071
N1 -1.704 0.778 -0.509
N2 -1.109 -1.101 0.551
O1 2.808 -1.331 -0.007
O2 2.335 1.890 0.299

Cartesian forces (eV/Å) of the 6 atoms listed first:
-3.2 2.0 -3.9
3.9 -1.1 2.5
5.4 2.0 4.7
1.2 2.5 -2.3
0.3 -0.6 0.9
0.8 0.0 -5.5

Density functional theory data (ωB97M-V with the def2-TZVPD basis set) for an isolated molecule of C4H6N2O2 in a non-equilibrium geometry.

ΔE to the lowest compared entry with this formula, charge and spin ... 97.6 kcal/mol
2S+1 ... 1

Element x y z (Å)
H1 -1.552 -1.271 -0.239
N1 -1.495 -2.317 0.251
C1 -0.432 -2.143 0.844
N2 0.598 -0.983 1.332
C2 0.916 -0.014 0.240
O1 1.992 0.501 0.014
C3 -0.300 0.754 -0.208
C4 0.068 2.177 -1.007
O2 -1.554 0.544 -0.274
H2 -0.037 -3.170 1.343
H3 1.495 -1.418 1.439
H4 0.315 2.857 -0.216
H5 -0.753 2.396 -1.594
H6 0.739 2.087 -1.925

Cartesian forces (eV/Å) of the 6 atoms listed first:
-1.3 -2.7 1.2
0.0 5.1 -2.8
3.8 -3.7 4.2
-1.3 0.1 -4.8
-0.6 0.2 3.4
-0.9 -1.6 0.1

Density functional theory data (ωB97M-V with the def2-TZVPD basis set) for an isolated molecule of C4H6N2O2 in a non-equilibrium geometry.

ΔE to the lowest compared entry with this formula, charge and spin ... 62.2 kcal/mol
2S+1 ... 1

Element x y z (Å)
C1 -1.234 1.547 -1.948
C2 0.028 0.853 -2.421
N1 0.694 -0.056 -1.802
N2 0.113 -0.414 -0.682
C3 0.704 -0.303 0.396
C4 0.079 -0.713 1.717
O1 -1.044 -1.167 1.834
O2 0.878 -0.227 2.635
H1 -0.948 2.410 -1.335
H2 -1.692 2.013 -2.916
H3 -1.971 1.006 -1.291
H4 0.418 1.198 -3.345
H5 1.703 0.195 0.482
H6 0.707 -0.685 3.580

Cartesian forces (eV/Å) of the 6 atoms listed first:
-0.6 0.9 -1.3
-0.4 -0.5 1.1
-0.1 1.6 -1.9
-1.9 -1.7 0.6
1.8 0.7 1.8
-2.5 0.5 -2.3

Density functional theory data (ωB97M-V with the def2-TZVPD basis set) for an isolated molecule of C4H6N2O2 in a non-equilibrium geometry.

ΔE to the lowest compared entry with this formula, charge and spin ... 133.7 kcal/mol
2S+1 ... 1

Element x y z (Å)
H1 -0.406 0.705 -2.750
N1 -0.572 1.393 -2.106
C1 -0.597 0.831 -0.851
O1 -0.675 1.424 0.360
C2 -0.412 0.704 1.594
C3 0.741 -0.401 1.517
C4 0.586 -1.093 0.321
N2 -0.467 -0.621 -0.721
O2 0.086 -1.022 -1.964
H2 0.036 1.379 2.366
H3 -1.260 0.161 1.898
H4 1.189 -0.942 2.446
H5 0.828 -2.184 0.019
H6 0.922 -0.333 -2.130

Cartesian forces (eV/Å) of the 6 atoms listed first:
-0.1 -2.2 -1.8
-0.6 1.7 8.1
0.6 -0.3 -3.4
0.1 0.5 -0.6
3.9 -0.2 0.3
-2.1 -2.4 -2.7

Density functional theory data (ωB97M-V with the def2-TZVPD basis set) for an isolated molecule of C4H6N2O2 in a non-equilibrium geometry.

ΔE to the lowest compared entry with this formula, charge and spin ... 21.1 kcal/mol
2S+1 ... 1

Element x y z (Å)
H1 3.195 -0.687 0.028
N1 2.933 0.305 -0.082
C1 1.705 0.410 -0.109
N2 0.700 -0.600 -0.027
C2 -0.509 -0.086 0.395
C3 -1.779 -0.702 -0.233
C4 -0.261 1.468 0.095
O1 -1.031 2.356 -0.105
O2 1.150 1.620 -0.060
H2 0.924 -1.542 -0.100
H3 -0.623 -0.057 1.487
H4 -2.470 -1.226 0.446
H5 -2.461 0.069 -0.631
H6 -1.474 -1.326 -1.104

Cartesian forces (eV/Å) of the 6 atoms listed first:
0.0 0.6 -0.3
2.1 -1.1 -0.1
-1.3 -2.0 1.0
2.1 2.3 -0.8
-2.2 2.2 0.7
-0.4 0.5 -0.9

Density functional theory data (ωB97M-V with the def2-TZVPD basis set) for an isolated molecule of C4H6N2O2 in a non-equilibrium geometry.

ΔE to the lowest compared entry with this formula, charge and spin ... 73.2 kcal/mol
2S+1 ... 1

Element x y z (Å)
O1 -3.201 0.891 0.060
C1 -2.426 0.033 -0.216
N1 -1.111 0.119 0.178
N2 -0.196 -0.853 -0.270
C2 0.822 -1.055 0.765
C3 1.170 -0.345 -0.494
C4 1.474 1.140 -0.428
O2 1.015 1.896 0.430
H1 -2.582 -0.942 -0.782
H2 -0.774 0.991 0.546
H3 0.698 -0.383 1.630
H4 1.093 -2.086 0.925
H5 1.710 -0.923 -1.287
H6 2.307 1.518 -1.056

Cartesian forces (eV/Å) of the 6 atoms listed first:
-1.4 0.6 0.0
2.0 -1.4 -0.4
-0.9 -0.5 -0.9
0.0 0.4 1.2
-0.5 0.3 0.2
0.7 0.1 -1.4

Density functional theory data (ωB97M-V with the def2-TZVPD basis set) for a cluster of 2 separate species, C4H6N2O3 in total in a non-equilibrium geometry.

ΔE to the lowest compared entry with this formula, charge and spin ... 151.4 kcal/mol
2S+1 ... 1

Element x y z (Å)
C1 0.298 -1.810 -0.481
C2 -0.547 -0.835 -0.351
N1 -1.117 0.304 -0.428
O1 -0.890 1.137 -1.345
C3 -2.267 0.513 0.420
O2 -2.544 -0.071 1.421
O3 -3.133 1.263 -0.280
H1 -0.058 -2.634 -1.012
H2 1.275 -1.826 -0.142
H3 -3.996 1.142 0.081
C4 2.679 0.372 0.011
N2 2.481 0.416 1.270
H4 2.475 1.289 -0.563
H5 3.141 -0.505 -0.355
H6 2.205 1.245 1.756

Cartesian forces (eV/Å) of the 6 atoms listed first:
-2.0 1.0 -0.2
0.8 0.3 0.2
0.5 -1.1 0.5
0.4 1.0 -0.9
-2.7 -0.4 -0.4
0.9 0.1 0.2

Density functional theory data (ωB97M-V with the def2-TZVPD basis set) for a cluster of 2 separate species, C4H6N2O3 in total in a non-equilibrium geometry.

ΔE to the lowest compared entry with this formula, charge and spin ... 72.2 kcal/mol
2S+1 ... 1

Element x y z (Å)
O1 1.306 1.137 1.460
C1 0.444 1.032 0.573
C2 -0.656 1.963 0.507
C3 -1.469 2.034 -0.598
N1 -1.370 0.864 -1.363
C4 -0.203 0.129 -1.613
O2 0.222 -0.199 -2.796
N2 0.534 0.024 -0.460
H1 -0.655 3.056 1.168
H2 -2.251 2.868 -0.838
H3 -1.413 1.243 -2.529
H4 1.213 -0.763 -0.239
O3 1.187 -4.407 2.022
H5 1.186 -5.108 2.665
H6 1.926 -3.875 2.040

Cartesian forces (eV/Å) of the 6 atoms listed first:
-1.5 -0.9 -1.9
1.8 -0.4 1.7
-1.7 5.7 -0.1
0.9 -0.9 2.4
-0.9 2.4 -8.4
2.8 -0.2 -2.7